Entry 1:
Density functional theory data (ωB97M-V/def2-TZVPD) for 10 unconnected molecules or ions with the total composition C40H106N12O16 in a non-equilibrium geometry.

XYZ file:
```
174
C40H106N12O16 ωB97M-V/def2-TZVPD
C 40.48 -7.54 -30.11
O 39.52 -6.98 -30.99
C 39.86 -7.14 -32.36
C 38.84 -6.43 -33.21
N 38.93 -4.98 -33.08
C 37.74 -4.32 -33.61
C 37.96 -2.80 -33.51
O 37.46 -2.37 -32.28
C 37.67 -1.02 -31.96
H 41.50 -7.48 -30.50
H 40.22 -8.59 -29.95
H 40.39 -7.03 -29.16
H 39.94 -8.20 -32.63
H 40.86 -6.70 -32.49
H 37.85 -6.82 -32.90
H 38.86 -6.70 -34.27
H 39.03 -4.72 -32.10
H 36.80 -4.62 -33.14
H 37.67 -4.64 -34.65
H 37.48 -2.29 -34.36
H 39.04 -2.61 -33.55
H 38.73 -0.80 -31.76
H 37.13 -0.76 -31.05
H 37.32 -0.40 -32.79
C 38.29 1.79 -24.33
O 37.12 2.30 -23.70
C 36.29 3.04 -24.58
C 35.09 3.47 -23.75
N 34.27 2.38 -23.23
C 33.39 1.82 -24.25
C 31.99 2.45 -24.18
O 31.04 1.48 -24.55
C 29.72 1.93 -24.42
H 38.92 2.60 -24.70
H 37.94 1.11 -25.12
H 38.85 1.18 -23.63
H 35.95 2.47 -25.46
H 36.78 3.93 -25.01
H 34.52 4.25 -24.25
H 35.57 3.94 -22.88
H 34.81 1.68 -22.74
H 33.27 0.77 -24.00
H 33.78 1.97 -25.26
H 31.93 3.33 -24.84
H 31.78 2.88 -23.19
H 29.58 2.54 -23.52
H 29.02 1.09 -24.46
H 29.44 2.61 -25.24
C 41.31 4.56 -25.33
O 41.58 5.71 -26.07
C 42.34 6.65 -25.34
C 42.65 7.91 -26.15
N 41.49 8.78 -26.24
C 40.41 8.35 -27.11
C 39.49 9.52 -27.39
O 38.31 9.15 -28.08
C 38.40 9.26 -29.48
H 42.17 4.22 -24.75
H 40.99 3.69 -25.92
H 40.46 4.69 -24.65
H 43.29 6.18 -25.05
H 41.85 6.94 -24.41
H 43.06 7.71 -27.15
H 43.47 8.37 -25.60
H 41.82 9.68 -26.59
H 39.87 7.48 -26.75
H 40.88 8.07 -28.07
H 40.03 10.29 -27.95
H 39.19 10.03 -26.47
H 37.38 9.19 -29.87
H 39.01 8.45 -29.87
H 38.82 10.20 -29.85
C 49.15 -2.15 -29.29
O 47.93 -2.17 -30.04
C 47.47 -0.84 -30.31
C 46.52 -0.92 -31.49
N 45.17 -1.26 -31.04
C 44.24 -1.34 -32.15
C 42.82 -1.73 -31.69
O 42.77 -3.15 -31.59
C 41.45 -3.55 -31.27
H 49.44 -3.11 -28.87
H 49.04 -1.41 -28.49
H 49.91 -1.80 -29.99
H 48.31 -0.20 -30.59
H 46.98 -0.49 -29.40
H 46.86 -1.67 -32.22
H 46.54 0.07 -31.96
H 45.22 -2.10 -30.47
H 44.59 -2.03 -32.92
H 44.02 -0.34 -32.54
H 42.05 -1.36 -32.38
H 42.63 -1.23 -30.74
H 41.33 -4.62 -31.38
H 40.71 -3.12 -31.95
H 41.18 -3.18 -30.28
C 40.71 1.25 -32.97
O 39.93 2.42 -32.77
C 40.75 3.48 -32.29
C 39.78 4.54 -31.78
N 40.33 5.89 -31.69
C 41.36 5.96 -30.65
C 42.25 7.21 -30.71
O 43.13 7.07 -31.82
C 44.18 8.00 -31.75
H 40.92 0.70 -32.05
H 41.62 1.34 -33.58
H 40.02 0.63 -33.56
H 41.40 3.89 -33.07
H 41.38 3.08 -31.49
H 39.37 4.22 -30.81
H 38.92 4.58 -32.45
H 39.61 6.56 -31.44
H 42.04 5.11 -30.60
H 40.86 6.03 -29.67
H 42.88 7.20 -29.81
H 41.69 8.14 -30.84
H 44.79 7.87 -30.84
H 43.76 9.01 -31.77
H 44.86 7.92 -32.60
C 36.71 2.48 -32.30
O 35.80 1.81 -31.44
C 35.81 2.32 -30.13
C 34.90 1.53 -29.19
N 33.50 1.85 -29.40
C 32.65 1.07 -28.48
C 31.37 1.80 -28.10
O 30.38 1.54 -29.09
C 29.29 2.43 -29.01
H 37.68 2.04 -32.03
H 36.75 3.57 -32.18
H 36.48 2.32 -33.35
H 35.35 3.32 -30.10
H 36.83 2.46 -29.77
H 35.27 1.74 -28.19
H 35.08 0.45 -29.35
H 33.25 1.41 -30.28
H 33.12 0.92 -27.50
H 32.36 0.12 -28.93
H 31.52 2.88 -27.99
H 30.98 1.47 -27.13
H 28.55 2.23 -29.78
H 29.62 3.47 -29.06
H 28.80 2.32 -28.03
N 43.38 -1.04 -27.44
C 43.17 -0.84 -26.11
N 43.83 -1.68 -25.28
O 42.42 0.06 -25.70
H 43.92 -1.82 -27.74
H 42.82 -0.48 -28.08
H 43.79 -1.55 -24.29
H 44.38 -2.42 -25.67
N 43.74 2.72 -24.64
C 42.86 2.84 -23.60
N 41.77 2.01 -23.70
O 42.97 3.68 -22.72
H 44.61 3.21 -24.60
H 43.52 2.06 -25.37
H 41.73 1.20 -24.30
H 41.16 2.15 -22.91
N 39.61 1.33 -29.60
C 40.59 0.87 -28.78
N 40.35 1.08 -27.46
O 41.57 0.21 -29.15
H 38.90 1.89 -29.16
H 39.68 1.34 -30.60
H 41.02 0.67 -26.82
H 39.51 1.55 -27.17
C 39.14 4.26 -27.81
O 38.36 3.12 -27.38
H 38.52 4.83 -28.50
H 39.33 4.92 -26.96
H 40.13 3.96 -28.16
H 37.50 3.49 -27.13
```

Properties
multiplicity = 1
net charge = 0
energy above the lowest of the compared OMol25 structures with the same formula, charge and spin = 0.0000 eV
E_LUMO = 0.4 eV
SMILES = COCCNCCOC.COCCNCCOC.COCCNCCOC.COCCNCCOC.COCCNCCOC.COCCNCCOC.NC(N)=O.NC(N)=O.NC(N)=O.CO
largest force on an atom = 1.9 eV/Å
gap between HOMO and LUMO = 9.037 eV

Results of the Löwdin charge analysis, in e, for atoms 1 through 2: C -0.113; O -0.201

Entry 2:
Density functional theory data (ωB97M-V/def2-TZVPD) for a molecular structure, C40H108As2F18N8O12 in a non-equilibrium geometry.

XYZ file:
```
188
C40H108As2F18N8O12 ωB97M-V/def2-TZVPD
C 12.69 16.51 21.17
C 11.40 17.22 20.62
C 10.81 16.43 19.41
O 9.69 17.15 18.91
C 9.10 16.40 17.90
N 10.28 17.25 21.74
H 9.86 16.35 21.92
H 10.60 17.68 22.59
H 9.50 17.76 21.35
H 12.54 15.51 21.57
H 13.29 17.08 21.88
H 13.38 16.36 20.35
H 11.55 18.26 20.34
H 10.42 15.47 19.74
H 11.54 16.25 18.62
H 8.67 15.52 18.38
H 9.64 16.13 17.00
H 8.19 16.96 17.68
C 12.11 10.57 20.81
C 13.21 11.61 20.97
C 13.35 12.43 19.61
O 14.38 13.45 19.57
C 14.24 14.29 18.34
N 12.92 12.58 22.17
H 12.06 13.10 22.12
H 12.61 12.06 22.98
H 13.67 13.20 22.44
H 11.89 10.04 21.74
H 12.43 9.80 20.11
H 11.20 11.07 20.48
H 14.12 11.12 21.31
H 12.40 12.96 19.49
H 13.24 11.72 18.79
H 15.13 14.66 17.83
H 13.67 15.16 18.66
H 13.76 13.81 17.49
C 13.34 24.24 13.69
C 14.13 23.29 14.48
C 13.71 22.94 15.94
O 14.36 21.76 16.49
C 14.02 21.52 17.82
N 14.28 22.02 13.59
H 15.13 21.61 13.96
H 13.64 21.24 13.66
H 14.46 22.09 12.60
H 13.72 25.25 13.85
H 12.26 24.19 13.62
H 13.56 24.13 12.63
H 15.18 23.60 14.49
H 12.64 22.72 15.98
H 13.95 23.83 16.53
H 13.98 22.39 18.48
H 14.58 20.73 18.33
H 12.99 21.19 17.94
C 17.91 18.95 11.23
C 17.17 18.33 12.46
C 17.38 19.12 13.82
O 16.61 20.30 14.01
C 17.01 20.93 15.23
N 15.63 18.34 12.12
H 15.14 18.60 12.97
H 15.47 19.01 11.38
H 15.21 17.47 11.84
H 18.96 19.15 11.40
H 17.37 19.84 10.89
H 17.83 18.22 10.42
H 17.32 17.26 12.59
H 18.45 19.25 13.99
H 17.16 18.38 14.59
H 18.01 21.34 15.07
H 17.09 20.44 16.20
H 16.35 21.79 15.35
C 10.05 21.19 13.90
C 9.61 20.00 13.08
C 9.60 20.17 11.50
O 9.69 18.89 10.86
C 8.52 18.27 10.48
N 10.46 18.77 13.43
H 10.25 18.15 12.67
H 11.41 19.11 13.51
H 10.28 18.30 14.31
H 9.53 22.10 13.62
H 11.05 21.53 13.63
H 9.88 21.03 14.97
H 8.59 19.69 13.30
H 10.50 20.70 11.20
H 8.78 20.78 11.12
H 7.92 18.04 11.36
H 8.81 17.31 10.05
H 7.92 18.83 9.76
C 18.96 13.88 18.05
C 18.56 13.91 19.62
C 18.26 15.31 20.12
O 17.25 15.87 19.27
C 16.44 16.83 19.85
N 17.35 12.99 19.86
H 16.45 13.39 19.63
H 17.47 12.08 19.44
H 17.13 12.79 20.83
H 18.12 14.21 17.44
H 19.14 12.86 17.71
H 19.85 14.49 17.90
H 19.42 13.50 20.15
H 19.17 15.92 20.10
H 18.02 15.20 21.18
H 15.86 16.41 20.67
H 15.65 17.30 19.26
H 16.95 17.68 20.31
C 13.88 16.40 8.70
C 12.64 16.95 9.46
C 12.61 16.63 10.98
O 11.38 16.47 11.55
C 11.34 15.59 12.66
N 12.41 18.44 9.24
H 12.22 18.64 8.27
H 11.61 18.82 9.72
H 13.16 19.05 9.53
H 13.81 16.73 7.66
H 13.80 15.31 8.71
H 14.85 16.77 9.05
H 11.80 16.40 9.02
H 13.08 17.48 11.49
H 13.26 15.80 11.27
H 11.76 16.06 13.56
H 11.96 14.70 12.52
H 10.31 15.33 12.87
C 15.60 9.44 10.64
C 15.20 10.24 11.94
C 13.71 10.61 11.96
O 13.27 11.17 13.23
C 13.88 12.36 13.63
N 15.45 9.32 13.14
H 14.78 8.57 13.19
H 16.38 8.93 13.19
H 15.34 9.81 14.02
H 15.29 10.00 9.76
H 15.25 8.42 10.46
H 16.68 9.50 10.61
H 15.88 11.06 12.17
H 13.04 9.82 11.61
H 13.41 11.44 11.33
H 13.61 13.17 12.95
H 14.96 12.38 13.75
H 13.54 12.79 14.57
As 16.87 14.33 10.78
F 16.89 14.82 9.08
F 15.78 15.78 11.18
F 16.82 13.81 12.52
F 17.98 12.93 10.43
F 18.25 15.38 11.16
F 15.36 13.40 10.45
As 16.64 10.50 16.70
F 15.39 10.70 15.48
F 17.83 10.34 15.34
F 17.89 10.41 17.98
F 15.38 10.51 18.02
F 16.43 8.74 16.44
F 16.88 12.31 16.77
C 22.21 17.72 12.61
O 21.51 16.96 13.65
O 22.97 18.58 13.43
C 22.91 16.69 11.64
F 22.09 15.84 11.05
F 23.59 17.25 10.65
F 23.75 15.87 12.36
C 20.39 16.19 13.32
C 19.57 15.83 14.58
H 18.97 14.98 14.26
H 20.27 15.47 15.34
H 18.98 16.64 15.00
H 20.68 15.27 12.82
H 19.57 16.69 12.80
H 21.44 18.33 12.13
C 13.63 18.57 15.21
O 14.26 17.34 14.85
O 13.33 19.17 13.94
C 12.49 18.43 16.26
F 12.92 18.04 17.46
F 11.89 19.62 16.48
F 11.51 17.52 15.79
C 14.77 16.45 15.85
C 15.51 15.36 15.03
H 14.85 14.96 14.26
H 16.36 15.74 14.47
H 15.76 14.52 15.67
H 13.91 16.11 16.42
H 15.49 16.85 16.56
H 14.49 18.99 15.72
```

Properties
multiplicity = 1
net charge = +4
E_LUMO = -9.2 eV
largest force on an atom = 5.2 eV/Å
gap between HOMO and LUMO = 0.963 eV

Results of the Löwdin charge analysis, in e, for atoms 1 through 2: C -0.025; C -0.196

Looking at M for the records above, in order, we have 1011.4 1385.2 g/mol.